[1]
A structure of composition C4H7O3Sn. Source: OMol25; level of theory: ωB97M-V with the def2-TZVPD basis set.

Last column: Löwdin charge in e.
Geometry (Å):
H 0.298192 3.835873 -0.417133  -0.096
O 2.159637 1.028159 -0.565904  -0.182
C 2.163885 -0.057736 -0.024595  -0.231
C 0.849013 -0.606096 0.528644  -0.161
O 0.238206 -1.367753 -0.375205  -0.023
C -1.165083 -1.142734 -0.575221  -0.089
C -1.523116 -0.019846 0.383634  -0.159
O -0.299080 0.674830 0.586054  -0.372
Sn 0.436516 2.193970 -0.342301  1.400
H 3.018459 -0.749469 -0.099460  0.158
H 0.970943 -1.037264 1.535404  0.172
H -1.688100 -2.080329 -0.361439  0.147
H -1.317877 -0.864378 -1.626002  0.144
H -1.818119 -0.427455 1.361740  0.150
H -2.323474 0.620227 -0.008218  0.143

Forces on atoms 1 to 6 (eV/Å):
H 0.6 1.4 1.3
O -0.5 6.4 -2.1
C -1.0 -5.3 3.3
C 1.5 0.2 0.0
O -0.6 -0.4 -0.9
C -0.2 -0.5 -0.2

Output
Energy above the lowest of the compared OMol25 structures with the same formula, charge and spin, kcal/mol: 111.4
HOMO energy (spin up / spin down), eV: -10.69 / -11.93
Gap between HOMO and LUMO (spin up / spin down), eV: 5.5 / 6.9
LUMO energy (spin up / spin down), eV: -5.235 / -5.017
Net charge: +1


[2]
A cluster of 2 separate species, C3H6Cl2O2 in total. Source: OMol25; level of theory: ωB97M-V with the def2-TZVPD basis set.

Last column: Löwdin charge in e.
Geometry (Å):
C -1.036421 0.726996 0.568142  0.008
C -0.424768 -0.739723 0.283641  -0.436
O 0.696820 -1.255259 0.867588  -0.037
C -0.622619 -1.467023 -0.777050  -0.997
Cl -0.024221 -3.254450 -0.848354  0.593
Cl -1.887094 -1.177848 -1.885806  0.639
H -1.642246 0.954592 -0.360897  0.066
H -1.602481 0.800840 1.462974  0.053
H -0.321029 1.528504 0.730570  0.070
H 0.701679 -2.179931 0.563408  -0.032
O 1.503544 0.393454 -1.317372  -0.119
H 1.041794 0.444213 -2.345542  0.179
H 2.306119 0.869053 -1.178341  0.012

Forces on atoms 1 to 6 (eV/Å):
C 0.7 -1.8 -2.0
C 2.2 2.0 0.8
O -0.3 1.3 2.8
C -3.0 -2.6 -2.3
Cl -0.6 1.9 -0.5
Cl -0.3 -0.1 -0.6

Output
Energy above the lowest of the compared OMol25 structures with the same formula, charge and spin, kcal/mol: 75.8
HOMO energy, eV: -8.69
Gap between HOMO and LUMO, eV: 9.1
Structure (SMILES): CC(O)=C(Cl)Cl.O
LUMO energy, eV: 0.420


[3]
A cluster of 3 separate species, C35H57NO5 in total. Source: OMol25; level of theory: ωB97M-V with the def2-TZVPD basis set.

Last column: Löwdin charge in e.
Geometry (Å):
C -4.533860 -0.966829 2.758712  0.094
C -3.367757 -0.906990 3.137313  -0.053
C -1.923647 -1.131664 3.770867  -0.394
C -0.814195 -0.694038 2.728842  -0.132
C -0.954076 0.794056 2.171126  -0.164
C -1.835223 0.893572 0.824943  -0.191
C -0.947679 1.301777 -0.425934  -0.213
C -1.711232 2.101737 -1.568618  -0.194
C -0.591165 2.902767 -2.412519  -0.211
C 0.214400 1.941392 -3.422403  -0.185
C 1.478168 1.314311 -2.667492  -0.223
C 2.886463 1.629342 -3.324269  -0.189
C 3.982697 1.588452 -2.147033  -0.215
C 3.768431 0.382316 -1.116060  -0.220
C 3.715775 -1.056700 -1.785339  -0.218
C 4.989240 -1.319239 -2.715276  -0.255
C 4.648243 -2.591238 -3.653773  -0.129
C -1.870057 -0.083744 5.005229  -0.180
O -0.521458 0.178011 5.417235  -0.219
C -0.362139 1.509214 5.949121  -0.102
N -1.748390 -2.469045 4.377757  -0.012
C -1.116074 -3.468113 3.490284  -0.198
C -1.961096 -3.795943 2.181304  -0.177
C -3.429915 -4.125181 2.422160  -0.035
C -4.323221 -4.414396 1.258596  -0.044
C -3.722879 -4.368269 -0.116720  -0.244
C -4.694715 -4.628969 -1.353070  -0.091
C -2.281186 -4.092286 -0.385131  -0.036
C -1.389285 -3.801474 0.801773  -0.039
H -5.576599 -1.244817 2.442338  0.059
H 0.227869 -0.757969 3.193483  0.102
H -0.756150 -1.362577 1.804165  0.110
H 0.098706 1.118612 1.866451  0.108
H -1.308217 1.553701 2.926524  0.100
H -2.484615 -0.018483 0.660289  0.103
H -2.561699 1.759405 1.007809  0.107
H -0.065774 1.932709 -0.104073  0.097
H -0.524138 0.361580 -0.909510  0.117
H -2.246339 1.452087 -2.324846  0.105
H -2.430024 2.891579 -1.192552  0.103
H -1.053456 3.728109 -3.066567  0.090
H 0.161651 3.418406 -1.740086  0.106
H -0.509126 1.090441 -3.673104  0.103
H 0.475067 2.475317 -4.392256  0.106
H 1.271752 0.201690 -2.557774  0.099
H 1.470123 1.737044 -1.613944  0.079
H 3.175979 0.865851 -4.116728  0.105
H 2.944541 2.644151 -3.829144  0.110
H 3.896049 2.585621 -1.598392  0.111
H 5.042090 1.477336 -2.545175  0.095
H 2.897821 0.605249 -0.419754  0.098
H 4.693650 0.385709 -0.441595  0.113
H 3.721974 -1.828403 -0.958021  0.109
H 2.804763 -1.252972 -2.424799  0.091
H 5.219060 -0.466012 -3.420503  0.087
H 5.914685 -1.496206 -2.082871  0.109
H 5.610202 -3.032596 -4.050648  0.066
H 3.940792 -2.246502 -4.475280  0.074
H 4.131538 -3.344212 -2.977846  0.071
H -2.429683 0.834647 4.641430  0.116
H -2.508694 -0.551017 5.823559  0.142
H -1.171906 2.236717 5.637172  0.093
H 0.621009 1.945130 5.584785  0.095
H -0.363896 1.415183 7.085207  0.098
H -1.234434 -2.344511 5.254013  0.112
H -0.015123 -3.261882 3.254359  0.113
H -1.101264 -4.452755 4.075685  0.127
H -3.821225 -4.111713 3.486315  0.110
H -5.408995 -4.623305 1.482352  0.102
H -4.840456 -5.720119 -1.593067  0.077
H -4.255340 -4.033254 -2.221334  0.076
H -5.670961 -4.092546 -1.099947  0.077
H -1.800585 -4.080667 -1.405959  0.101
H -0.278498 -3.581447 0.701872  0.106
O 3.716809 -1.357076 2.153829  0.115
C 3.798249 -1.659660 3.312390  -0.477
C 3.051763 -1.008868 4.450191  -0.082
C 3.820650 -1.503796 5.659776  -0.161
C 4.345422 -2.841843 5.186002  -0.163
O 4.561792 -2.685493 3.777476  0.030
H 2.019334 -1.365967 4.449404  0.113
H 3.082986 0.076704 4.369376  0.131
H 3.216907 -1.574185 6.565503  0.118
H 4.656985 -0.828963 5.864197  0.121
H 3.624189 -3.649634 5.340132  0.127
H 5.283787 -3.109120 5.673094  0.126
O -0.003895 5.762929 -6.739102  0.123
C -1.160474 5.640669 -6.446179  -0.481
C -2.333616 6.121340 -7.262367  -0.082
C -3.466951 6.060581 -6.257694  -0.166
C -3.029337 4.938554 -5.341348  -0.167
O -1.596596 4.997633 -5.327789  0.009
H -2.491494 5.434650 -8.096797  0.134
H -2.169987 7.135141 -7.624432  0.128
H -4.445463 5.891131 -6.708793  0.118
H -3.512062 6.999597 -5.698459  0.121
H -3.333891 3.955764 -5.712398  0.129
H -3.410641 5.067194 -4.327660  0.126

Forces on atoms 1 to 6 (eV/Å):
C 0.8 -0.6 0.4
C -0.4 -1.3 0.4
C -0.3 2.1 0.1
C 0.9 0.5 -0.6
C 0.4 -0.4 -1.0
C -0.2 1.3 0.6

Output
HOMO energy, eV: -8.36
Gap between HOMO and LUMO, eV: 8.9
Structure (SMILES): C#C[C@@](CCCCCCCCCCCCCC)(COC)NCc1ccc(C)cc1.O=C1CCCO1.O=C1CCCO1
LUMO energy, eV: 0.556


[4]
A cluster of 5 separate species, C12H32BrN4O4 in total. Source: OMol25; level of theory: ωB97M-V with the def2-TZVPD basis set.

Last column: Löwdin charge in e.
Geometry (Å):
Br -18.050000 -7.454440 14.915200  -0.081
C -20.161350 -11.402240 18.749570  0.046
C -20.145230 -9.951040 18.272290  -0.334
O -21.183180 -9.289870 18.050980  0.144
N -18.793500 -9.495600 17.779600  0.062
H -18.366300 -10.104910 17.096710  0.163
H -18.871560 -8.593800 17.331530  0.056
C -17.915090 -9.286060 18.967530  0.037
H -19.357170 -11.539770 19.472390  0.088
H -20.106690 -11.924940 17.794640  0.111
H -21.099850 -11.748370 19.182580  0.118
H -17.719980 -10.262520 19.410880  0.110
H -18.356090 -8.551760 19.641640  0.132
H -17.027130 -8.873920 18.488190  0.087
C -16.285650 -3.852550 15.935910  0.032
C -15.588710 -4.842580 16.829400  -0.432
O -15.409250 -4.583260 17.967180  0.205
N -15.059340 -6.067060 16.173900  0.100
H -15.893300 -6.317690 15.662230  -0.002
H -14.308540 -5.780380 15.562170  0.196
C -14.718970 -7.088990 17.245970  0.029
H -16.897480 -3.344430 16.681280  0.111
H -16.806530 -4.252140 15.065780  0.053
H -15.564790 -3.159640 15.501930  0.121
H -13.678530 -7.036930 17.566710  0.123
H -14.923250 -8.074100 16.826520  0.090
H -15.425280 -6.981560 18.069180  0.091
C -20.345670 -2.294960 14.955110  0.042
C -19.645710 -3.491200 14.310200  -0.377
O -18.693970 -3.410830 13.606290  0.178
N -20.622110 -4.688030 14.343140  0.113
H -20.175950 -5.358550 14.952610  0.097
H -21.570520 -4.494340 14.631390  0.172
C -20.732420 -5.273850 12.922040  0.014
H -19.875830 -1.403130 14.540390  0.109
H -20.201200 -2.454480 16.023650  0.108
H -21.333240 -2.111630 14.531800  0.110
H -21.190600 -4.749450 12.083480  0.120
H -21.438880 -6.080320 13.118560  0.106
H -19.788900 -5.561170 12.458010  0.073
C -17.655710 -7.665690 11.058400  0.011
C -17.589090 -9.149190 11.151380  -0.308
O -17.301630 -9.845110 10.172620  0.171
N -17.988140 -9.873030 12.507940  0.064
H -17.902450 -9.304530 13.338350  -0.045
H -18.980220 -10.046350 12.431510  0.174
C -17.105830 -11.067750 12.754980  0.022
H -17.141120 -7.275880 11.936670  0.057
H -18.679230 -7.295540 11.117560  0.089
H -17.187640 -7.316130 10.138180  0.118
H -16.067550 -10.876910 12.483570  0.115
H -17.537670 -11.826480 12.102350  0.117
H -17.098310 -11.232660 13.832410  0.096

Forces on atoms 1 to 6 (eV/Å):
Br 0.1 0.1 0.4
C 0.2 1.3 0.0
C -6.0 0.1 -1.2
O 5.1 -1.7 0.8
N -1.0 0.8 1.2
H 0.0 -0.6 -0.1

Output
Energy above the lowest of the compared OMol25 structures with the same formula, charge and spin, kcal/mol: 66.9
HOMO energy, eV: -18.45
Gap between HOMO and LUMO, eV: 10.2
LUMO energy, eV: -8.233
Net charge: +3


[5]
The molecule C4H12N2S. Source: OMol25; level of theory: ωB97M-V with the def2-TZVPD basis set.

Last column: Löwdin charge in e.
Geometry (Å):
N -2.422016 0.694628 -0.904885  -0.031
C -2.131215 -0.056881 0.374860  -0.244
C -0.954166 -1.026870 0.127235  -0.231
N 0.275889 -0.434167 -0.432472  -0.089
C 1.070820 0.249489 0.585649  -0.323
C 2.469254 0.526998 0.136497  -0.594
S 3.568053 -0.779146 -0.481622  0.663
H -1.743844 1.503706 -1.106533  0.090
H -3.319467 1.148356 -0.901189  0.040
H -2.996222 -0.593899 0.655872  0.088
H -1.773570 0.676301 1.135097  0.101
H -0.661344 -1.688491 0.946432  0.113
H -1.280962 -1.638803 -0.719792  0.105
H 0.159689 0.092864 -1.278115  0.098
H 0.603824 1.201199 0.840232  0.108
H 1.115914 -0.405973 1.467173  0.120
H 3.023932 1.085620 0.906057  0.071
H 2.407854 1.165203 -0.766285  0.058
H 2.587571 -1.720142 -0.584219  -0.142

Forces on atoms 1 to 6 (eV/Å):
N 1.6 0.8 -0.1
C 2.4 2.1 -0.8
C -0.1 0.1 -2.4
N 0.4 -0.6 1.7
C -0.3 -0.8 -0.3
C 0.9 1.5 -1.3

Output
Energy above the lowest of the compared OMol25 structures with the same formula, charge and spin, kcal/mol: 19.0
HOMO energy, eV: -8.58
Gap between HOMO and LUMO, eV: 9.5
Structure (SMILES): NCCNCCS
LUMO energy, eV: 0.914


[6]
A structure of composition C25H43BN6Pd. Source: OMol25; level of theory: ωB97M-V with the def2-TZVPD basis set.

Last column: Löwdin charge in e.
Geometry (Å):
Pd 0.828073 0.536773 0.399671  0.802
C -0.994325 -4.444126 -0.873301  -0.021
C -0.184276 -3.529776 -0.015390  -0.266
C 0.641447 -3.861534 1.038452  0.028
C 1.142147 -2.640663 1.529350  -0.235
N 0.645271 -1.650501 0.802937  0.063
N -0.168309 -2.185298 -0.138209  0.034
B -1.102947 -1.314579 -1.012272  -0.490
N -1.917606 -0.373033 -0.083618  0.038
N -1.259294 0.529022 0.673449  0.003
C -2.146880 1.227830 1.361365  -0.240
C -3.435377 0.760106 1.039069  0.030
C -3.244186 -0.253754 0.119196  -0.261
C -4.251896 -1.108428 -0.574137  -0.018
C -1.775700 2.337170 2.311710  -0.547
C -2.413812 3.643699 1.821810  -0.041
C -2.313067 1.997376 3.708044  -0.042
C -0.258232 2.522441 2.394351  -0.065
N -0.380303 -0.452462 -2.079576  0.036
N 0.323038 0.670861 -1.773560  0.068
C 0.612568 1.286270 -2.912380  -0.238
C 0.099780 0.539443 -3.985028  0.026
C -0.522011 -0.551820 -3.417634  -0.266
C -1.250249 -1.657893 -4.107061  -0.021
C 1.350685 2.603231 -3.003118  -0.543
C 0.717347 3.456418 -4.111582  -0.056
C 1.251477 3.382309 -1.690352  -0.059
C 2.817400 2.347840 -3.381058  -0.037
C 2.063942 -2.429577 2.710509  -0.543
C 1.754887 -3.495287 3.769181  -0.057
C 3.527515 -2.578465 2.276765  -0.036
C 1.854857 -1.049859 3.338705  -0.060
H -0.769224 -5.475155 -0.607371  0.080
H -2.064069 -4.279161 -0.736210  0.078
H -0.771946 -4.306495 -1.932127  0.074
H 0.835855 -4.855547 1.406229  0.107
H -1.852000 -2.052055 -1.580074  0.107
H -4.381856 1.109177 1.419029  0.110
H -5.252749 -0.835156 -0.246032  0.079
H -4.198310 -0.982922 -1.656636  0.081
H -4.093336 -2.164940 -0.353563  0.080
H -3.499462 3.550787 1.762736  0.081
H -2.176546 4.460725 2.507444  0.085
H -2.041798 3.904818 0.829016  0.086
H -3.396553 1.869083 3.690762  0.081
H -1.868125 1.071097 4.076802  0.088
H -2.074905 2.800226 4.409956  0.085
H 0.161975 2.796272 1.420304  0.064
H -0.026463 3.334658 3.087164  0.092
H 0.230994 1.619499 2.769739  0.064
H 0.151020 0.767598 -5.036936  0.109
H -1.168432 -1.523108 -5.184153  0.080
H -0.832863 -2.632951 -3.852280  0.076
H -2.307767 -1.671102 -3.840660  0.077
H -0.343431 3.628467 -3.919452  0.091
H 1.220710 4.424639 -4.159163  0.085
H 0.816943 2.982475 -5.088842  0.075
H 0.206921 3.600861 -1.457309  0.084
H 1.672975 2.826677 -0.855185  0.038
H 1.790761 4.327858 -1.780733  0.088
H 2.868728 1.838188 -4.345279  0.086
H 3.355443 3.295116 -3.465959  0.086
H 3.327993 1.720737 -2.648329  0.065
H 1.972518 -4.499055 3.400212  0.077
H 2.373518 -3.324889 4.652946  0.084
H 0.706397 -3.458669 4.069268  0.091
H 3.700725 -3.559623 1.830209  0.088
H 3.801318 -1.816038 1.549673  0.064
H 4.185948 -2.474882 3.142856  0.086
H 0.826333 -0.930745 3.687755  0.086
H 2.526962 -0.926927 4.190972  0.089
H 2.068811 -0.253654 2.626497  0.033
C 2.788311 0.457326 0.043943  -0.216
H 3.111761 1.181070 -0.703535  -0.033
H 3.134941 -0.530545 -0.255505  0.000
H 3.270011 0.722530 0.995535  0.003

Forces on atoms 1 to 6 (eV/Å):
Pd 0.2 -0.4 -0.6
C 0.0 0.1 0.0
C 0.1 0.0 0.1
C 0.1 0.0 0.0
C -0.1 -0.1 0.0
N 0.2 0.3 0.2

Output
Energy above the lowest of the compared OMol25 structures with the same formula, charge and spin, kcal/mol: 0.0
HOMO energy, eV: -8.04
Gap between HOMO and LUMO, eV: 8.5
LUMO energy, eV: 0.423


[7]
A structure of composition C9H15Cl2NPb. Source: OMol25; level of theory: ωB97M-V with the def2-TZVPD basis set.

Last column: Löwdin charge in e.
Geometry (Å):
Pb -0.552956 0.437084 -1.346799  0.930
Cl 1.449267 -0.568267 -2.851463  -0.024
Cl -1.203121 2.892044 -0.502577  -0.213
C -1.836510 1.060783 -2.784317  -0.328
H -2.936790 0.978773 -2.381746  0.021
H -1.753338 0.290578 -3.640108  0.002
C -1.572795 -1.738739 0.148781  -0.127
C -1.568747 -1.581167 -1.174010  -0.372
H -2.042303 -1.010071 0.779385  0.117
C -0.739540 -2.327112 -2.177109  -0.335
H -2.313518 -0.941587 -1.796483  0.097
C -0.754983 -3.758308 -1.737757  -0.214
H -1.100184 -2.175872 -3.210323  0.117
H 0.389812 -1.959925 -2.305651  -0.076
C -0.271092 -3.913345 -0.306969  -0.160
H -1.802888 -4.022747 -1.783738  0.112
H -0.170649 -4.401349 -2.407554  0.123
C -0.822597 -2.851192 0.730544  -0.150
H -0.565965 -4.906822 0.059171  0.110
H 0.819211 -3.862381 -0.243652  0.113
H -1.465476 -3.370558 1.448761  0.121
H 0.039137 -2.465829 1.295663  0.128
C 1.942315 3.528344 2.497350  -0.065
C 1.592348 2.369957 1.692136  -0.280
N 1.315171 1.442103 1.052885  0.090
H 1.952742 3.268376 3.562910  0.086
H 1.209113 4.329253 2.338971  0.089
H 2.933840 3.904367 2.216915  0.088

Forces on atoms 1 to 6 (eV/Å):
Pb 4.4 3.2 2.0
Cl 1.0 1.7 -0.1
Cl 0.2 -0.3 0.3
C -4.0 -1.8 -3.0
H 1.9 0.7 -0.8
H -0.3 1.5 0.6

Output
Energy above the lowest of the compared OMol25 structures with the same formula, charge and spin, kcal/mol: 69.7
HOMO energy (spin up / spin down), eV: -9.03 / -7.92
Gap between HOMO and LUMO (spin up / spin down), eV: 6.8 / 6.8
LUMO energy (spin up / spin down), eV: -2.252 / -1.139